{
  "formula": "C47H40BClF5O5P",
  "method": "wB97M-V/def2-TZVPD",
  "gap_ev": 8.062,
  "smiles": "O=[PH2]c1c(CCCCl)cc(B(O)O)c2c1C(=O)c1ccccc1C2=O.Fc1ccccc1.Fc1ccccc1.Fc1ccccc1.Fc1ccccc1.Fc1ccccc1",
  "species": ["O", "P", "C", "C", "C", "C", "C", "Cl", "C", "C", "B", "O", "O", "C", "C", "C", "O", "C", "C", "C", "C", "C", "C", "C", "O", "H", "H", "H", "H", "H", "H", "H", "H", "H", "H", "H", "H", "H", "H", "H", "F", "C", "C", "C", "C", "C", "C", "H", "H", "H", "H", "H", "F", "C", "C", "C", "C", "C", "C", "H", "H", "H", "H", "H", "F", "C", "C", "C", "C", "C", "C", "H", "H", "H", "H", "H", "F", "C", "C", "C", "C", "C", "C", "H", "H", "H", "H", "H", "F", "C", "C", "C", "C", "C", "C", "H", "H", "H", "H", "H"],
  "xyz": [[3.70, 1.99, 1.23], [2.93, 2.83, 0.28], [2.46, 1.94, -1.25], [3.39, 1.07, -1.84], [4.80, 0.87, -1.36], [5.83, 1.21, -2.45], [6.96, 2.11, -1.98], [7.67, 1.63, -0.42], [2.97, 0.35, -2.96], [1.70, 0.46, -3.52], [1.44, -0.45, -4.80], [1.75, -1.80, -4.73], [1.03, 0.04, -5.99], [0.78, 1.36, -2.95], [1.19, 2.09, -1.82], [0.20, 3.05, -1.26], [0.53, 4.12, -0.79], [-1.22, 2.65, -1.33], [-2.11, 3.06, -0.33], [-3.44, 2.69, -0.45], [-3.85, 1.95, -1.55], [-2.97, 1.55, -2.54], [-1.63, 1.91, -2.43], [-0.62, 1.54, -3.45], [-0.95, 1.43, -4.60], [1.75, 3.26, 0.90], [3.62, 3.99, -0.13], [4.96, -0.14, -0.99], [4.99, 1.51, -0.51], [5.30, 1.78, -3.22], [6.21, 0.32, -2.94], [7.75, 2.05, -2.71], [6.64, 3.15, -1.97], [3.66, -0.35, -3.41], [1.50, -2.16, -3.87], [0.46, -0.58, -6.45], [-1.73, 3.64, 0.50], [-4.13, 3.00, 0.32], [-4.90, 1.70, -1.63], [-3.32, 1.00, -3.40], [8.10, 3.15, -4.35], [7.61, 3.27, -5.60], [6.42, 3.95, -5.78], [5.91, 4.07, -7.07], [6.59, 3.51, -8.14], [7.79, 2.83, -7.93], [8.31, 2.71, -6.65], [5.90, 4.37, -4.93], [4.98, 4.60, -7.23], [6.19, 3.60, -9.14], [8.32, 2.40, -8.77], [9.24, 2.20, -6.46], [1.11, -3.40, 2.26], [1.61, -2.39, 3.01], [2.24, -1.33, 2.39], [2.75, -0.30, 3.16], [2.62, -0.34, 4.54], [1.99, -1.41, 5.15], [1.47, -2.44, 4.38], [2.33, -1.33, 1.31], [3.23, 0.54, 2.67], [3.02, 0.47, 5.14], [1.89, -1.45, 6.23], [0.96, -3.29, 4.84], [-7.37, 0.49, -2.36], [-7.95, 0.17, -1.18], [-7.66, -1.04, -0.60], [-8.25, -1.36, 0.61], [-9.13, -0.48, 1.22], [-9.41, 0.74, 0.61], [-8.82, 1.08, -0.60], [-6.98, -1.73, -1.10], [-8.03, -2.31, 1.08], [-9.58, -0.73, 2.16], [-10.09, 1.44, 1.08], [-9.02, 2.02, -1.08], [6.38, -3.66, 5.93], [5.92, -4.57, 5.05], [4.64, -4.44, 4.56], [4.17, -5.38, 3.65], [4.97, -6.44, 3.26], [6.26, -6.56, 3.78], [6.74, -5.62, 4.67], [4.02, -3.61, 4.88], [3.17, -5.28, 3.25], [4.60, -7.17, 2.56], [6.89, -7.39, 3.48], [7.74, -5.69, 5.08], [-9.43, -1.98, 4.28], [-10.51, -1.75, 5.05], [-11.37, -0.72, 4.71], [-12.48, -0.49, 5.50], [-12.72, -1.28, 6.62], [-11.85, -2.31, 6.94], [-10.73, -2.55, 6.15], [-11.16, -0.11, 3.84], [-13.16, 0.31, 5.25], [-13.59, -1.10, 7.24], [-12.03, -2.93, 7.81], [-10.04, -3.35, 6.38]],
  "mulliken_charge": [-0.710, 0.453, 0.055, 0.225, -0.955, -0.550, -0.558, -0.217, -0.535, -0.416, 0.671, -0.574, -0.450, 0.279, 0.971, -0.203, -0.572, 0.456, -0.692, -0.673, -0.355, -1.117, 0.452, -0.110, -0.523, 0.094, 0.101, 0.326, 0.567, 0.345, 0.365, 0.349, 0.296, 0.591, 0.325, 0.300, 0.517, 0.421, 0.510, 0.507, -0.313, 0.400, -0.241, -0.448, -0.535, -0.334, -0.507, 0.430, 0.363, 0.381, 0.359, 0.424, -0.367, 0.475, -0.708, -0.186, -0.855, -0.215, -0.454, 0.526, 0.619, 0.406, 0.396, 0.408, -0.354, 0.267, -0.425, -0.420, 0.043, -0.301, -0.520, 0.424, 0.376, 0.108, 0.365, 0.430, -0.307, 0.312, -0.238, -0.204, -0.618, -0.329, -0.490, 0.376, 0.359, 0.370, 0.354, 0.419, -0.286, 0.524, -0.253, -0.455, -0.515, -0.352, -0.504, 0.375, 0.349, 0.367, 0.355, 0.407]
}

***

{
  "formula": "C23H24AsF9N5OPtS",
  "method": "wB97M-V/def2-TZVPD",
  "charge": 1,
  "gap_ev": 7.455,
  "relative_energy_kcal_mol": 0.00,
  "species": ["Pt", "C", "N", "C", "C", "N", "C", "C", "C", "C", "C", "C", "N", "C", "N", "C", "C", "C", "C", "C", "C", "N", "H", "H", "H", "H", "H", "H", "H", "H", "H", "H", "H", "H", "H", "H", "H", "C", "As", "C", "C", "S", "H", "H", "H", "H", "H", "H", "H", "H", "H", "F", "C", "F", "F", "C", "O", "C", "F", "F", "F", "C", "F", "F", "F"],
  "xyz": [[0.91, 0.22, -0.34], [2.87, 0.90, -2.46], [2.79, -0.05, -1.34], [3.86, -0.02, -0.33], [3.29, -0.49, 0.97], [1.99, -0.48, 1.22], [1.86, -0.95, 2.53], [0.73, -1.19, 3.30], [0.93, -1.66, 4.57], [2.22, -1.90, 5.08], [3.35, -1.68, 4.33], [3.14, -1.20, 3.04], [4.02, -0.90, 2.02], [1.48, 1.23, -2.88], [0.44, 1.02, -2.10], [-0.68, 1.45, -2.82], [-2.04, 1.43, -2.52], [-2.90, 1.92, -3.47], [-2.44, 2.42, -4.70], [-1.10, 2.43, -5.02], [-0.24, 1.93, -4.05], [1.14, 1.78, -4.05], [3.44, 0.49, -3.30], [3.38, 1.81, -2.12], [2.66, -1.00, -1.69], [4.20, 1.01, -0.21], [4.72, -0.63, -0.62], [-0.24, -1.00, 2.91], [0.07, -1.85, 5.21], [2.32, -2.27, 6.09], [4.33, -1.87, 4.71], [5.02, -0.98, 2.04], [-2.38, 1.09, -1.56], [-3.96, 1.94, -3.26], [-3.16, 2.80, -5.41], [-0.75, 2.81, -5.97], [1.77, 2.02, -4.79], [-1.88, -4.58, -1.41], [-1.48, -2.91, -0.57], [-2.89, -1.69, -0.98], [-1.59, -3.19, 1.32], [0.43, -2.26, -1.20], [-2.83, -4.96, -1.06], [-1.08, -5.28, -1.18], [-1.91, -4.42, -2.49], [-3.83, -2.11, -0.61], [-2.93, -1.55, -2.06], [-2.67, -0.76, -0.47], [-2.52, -3.70, 1.55], [-1.57, -2.22, 1.81], [-0.74, -3.80, 1.63], [-1.83, 0.49, 3.03], [-2.34, 1.39, 2.17], [-3.20, 0.71, 1.40], [-3.05, 2.25, 2.89], [-1.22, 2.03, 1.31], [-0.82, 1.18, 0.33], [-0.07, 2.52, 2.26], [-0.54, 2.93, 3.43], [0.79, 1.53, 2.50], [0.62, 3.52, 1.72], [-1.83, 3.29, 0.60], [-2.99, 2.98, 0.02], [-2.07, 4.29, 1.45], [-1.02, 3.75, -0.35]],
  "nbo_charge": [0.991, -0.265, -0.582, -0.264, 0.403, -0.461, 0.063, -0.138, -0.221, -0.184, -0.249, 0.170, -0.517, 0.402, -0.438, 0.064, -0.137, -0.222, -0.183, -0.252, 0.172, -0.516, 0.226, 0.242, 0.429, 0.242, 0.224, 0.223, 0.228, 0.230, 0.230, 0.434, 0.237, 0.228, 0.229, 0.230, 0.434, -0.972, 1.512, -0.982, -0.976, -0.817, 0.244, 0.257, 0.256, 0.248, 0.255, 0.269, 0.248, 0.250, 0.258, -0.332, 0.959, -0.320, -0.300, 0.024, -0.828, 0.969, -0.309, -0.325, -0.311, 0.968, -0.322, -0.310, -0.312]
}

***

{
  "formula": "C3H2N4O",
  "method": "wB97M-V/def2-TZVPD",
  "gap_ev": 9.261,
  "relative_energy_kcal_mol": 92.63,
  "species": ["C", "C", "C", "H", "H", "N", "N", "N", "N", "O"],
  "xyz": [[1.41, -0.52, 0.08], [-0.03, 0.86, -0.31], [-0.09, -0.55, -0.35], [1.85, -0.73, 1.18], [2.22, -0.78, -0.67], [-1.05, 1.66, 0.10], [-2.20, 0.81, -0.02], [-2.24, -0.51, -0.02], [-1.14, -1.21, 0.04], [1.28, 0.98, -0.02]],
  "nbo_charge": [-0.111, 0.454, 0.101, 0.248, 0.221, -0.218, -0.025, -0.040, -0.170, -0.459]
}

***

{
  "formula": "C2H9N4P3",
  "method": "wB97M-V/def2-TZVPD",
  "gap_ev": 8.475,
  "relative_energy_kcal_mol": 3.75,
  "species": ["C", "C", "N", "N", "N", "N", "P", "P", "P", "H", "H", "H", "H", "H", "H", "H", "H", "H"],
  "xyz": [[0.54, -2.13, 0.26], [-0.31, -1.29, -1.83], [1.47, 2.32, 0.24], [-0.96, 2.22, 1.38], [0.01, 0.16, 0.01], [-0.32, -1.16, -0.38], [1.57, 0.81, -0.15], [0.12, 3.27, 0.47], [-1.48, 1.06, 0.24], [0.51, -1.96, 1.34], [0.15, -3.13, 0.05], [1.58, -2.07, -0.08], [-0.99, -0.55, -2.25], [0.69, -1.14, -2.25], [-0.66, -2.29, -2.09], [-0.55, 1.84, 2.23], [0.62, 3.91, 1.62], [-1.97, 0.14, 1.18]],
  "nbo_charge": [-0.423, -0.421, -1.318, -1.219, -0.922, -0.301, 1.247, 0.963, 0.961, 0.211, 0.208, 0.177, 0.213, 0.172, 0.207, 0.390, -0.076, -0.070]
}

***

{
  "formula": "C5H10N2",
  "method": "wB97M-V/def2-TZVPD",
  "gap_ev": 8.884,
  "relative_energy_kcal_mol": 97.98,
  "species": ["C", "C", "C", "C", "C", "N", "N", "H", "H", "H", "H", "H", "H", "H", "H", "H", "H"],
  "xyz": [[1.46, -0.92, -0.79], [0.48, -0.19, 0.14], [-0.92, 0.37, -0.12], [0.32, 1.32, -0.02], [-2.08, 0.20, 0.86], [2.82, -0.73, -0.07], [3.41, 0.28, 0.05], [1.22, -2.10, -0.91], [1.59, -0.47, -1.82], [0.68, -0.61, 1.13], [-1.19, 0.23, -1.20], [0.55, 2.03, 0.78], [-2.82, 1.03, 0.63], [-1.65, 0.42, 1.95], [-2.65, -0.76, 0.86], [3.00, -1.73, 0.20], [0.55, 1.82, -0.99]],
  "nbo_charge": [-0.276, -0.264, -0.217, -0.410, -0.613, -0.204, -0.203, 0.188, 0.214, 0.212, 0.207, 0.227, 0.217, 0.206, 0.221, 0.273, 0.221]
}

***

{
  "formula": "C20H60Fe2N2O26",
  "method": "wB97M-V/def2-TZVPD",
  "charge": 2,
  "gap_ev": [8.650, 8.567],
  "relative_energy_kcal_mol": 0.00,
  "multiplicity": 9,
  "s2": 20.01,
  "species": ["Fe", "Fe", "N", "O", "O", "O", "N", "O", "O", "O", "C", "C", "O", "O", "H", "H", "H", "H", "H", "H", "C", "C", "O", "O", "H", "H", "H", "H", "H", "H", "C", "C", "O", "O", "H", "H", "H", "H", "H", "H", "C", "C", "O", "O", "H", "H", "H", "H", "H", "H", "C", "C", "O", "O", "H", "H", "H", "H", "H", "H", "C", "C", "O", "O", "H", "H", "H", "H", "H", "H", "C", "C", "O", "O", "H", "H", "H", "H", "H", "H", "C", "C", "O", "O", "H", "H", "H", "H", "H", "H", "C", "C", "O", "O", "H", "H", "H", "H", "H", "H", "C", "C", "O", "O", "H", "H", "H", "H", "H", "H"],
  "xyz": [[15.10, 4.42, 26.16], [14.75, 2.57, 20.61], [16.45, 2.64, 23.51], [15.90, 3.11, 24.49], [17.66, 2.42, 23.63], [15.89, 2.55, 22.44], [12.04, 3.87, 21.40], [11.11, 3.21, 21.74], [11.85, 4.85, 20.75], [13.18, 3.52, 21.55], [17.27, 3.07, 19.56], [16.56, 4.41, 19.27], [15.40, 4.53, 20.01], [16.36, 1.96, 19.43], [17.82, 3.05, 20.50], [17.95, 2.82, 18.75], [16.31, 4.45, 18.21], [17.12, 5.34, 19.45], [15.10, 5.44, 20.03], [16.80, 1.26, 18.95], [18.60, 7.86, 20.36], [17.47, 7.79, 21.42], [17.14, 6.58, 21.94], [18.62, 9.21, 19.70], [18.53, 7.14, 19.54], [19.55, 7.64, 20.84], [16.52, 8.01, 20.93], [17.40, 8.51, 22.24], [18.02, 6.21, 22.06], [19.51, 9.42, 19.40], [12.20, 3.48, 25.32], [12.88, 2.07, 25.31], [13.87, 1.93, 26.32], [13.19, 4.43, 25.20], [11.86, 3.60, 26.35], [11.29, 3.59, 24.73], [13.42, 1.96, 24.37], [12.24, 1.20, 25.44], [14.02, 0.99, 26.44], [13.00, 4.93, 24.40], [16.48, -0.87, 23.33], [16.82, -2.32, 23.75], [16.36, -2.76, 24.91], [15.15, -0.81, 22.82], [17.22, -0.48, 22.63], [16.47, -0.29, 24.25], [17.89, -2.38, 23.93], [16.49, -2.98, 22.94], [16.89, -2.39, 25.62], [14.65, -1.42, 23.36], [16.21, 3.03, 28.38], [17.45, 3.44, 27.49], [17.19, 4.54, 26.64], [14.93, 3.61, 28.10], [16.47, 3.03, 29.43], [16.11, 1.95, 28.31], [17.51, 2.58, 26.81], [18.34, 3.29, 28.11], [18.02, 4.95, 26.38], [14.44, 3.48, 28.91], [12.99, 0.30, 20.00], [13.21, 1.06, 18.61], [13.42, 2.45, 18.79], [14.05, 0.68, 20.80], [13.01, -0.78, 19.86], [12.04, 0.55, 20.48], [12.36, 0.95, 17.94], [14.10, 0.75, 18.06], [12.78, 2.91, 18.23], [14.19, -0.08, 21.37], [20.99, 5.32, 26.80], [20.05, 6.25, 26.00], [19.05, 5.70, 25.11], [20.53, 5.08, 28.11], [21.91, 5.90, 26.92], [21.18, 4.51, 26.09], [20.50, 6.85, 25.20], [19.74, 7.10, 26.62], [19.37, 5.07, 24.46], [21.15, 5.27, 28.82], [21.35, 4.69, 20.36], [20.75, 4.60, 21.73], [20.20, 5.79, 22.34], [20.82, 3.92, 19.29], [22.43, 4.67, 20.25], [21.38, 5.76, 20.15], [21.41, 4.37, 22.56], [19.98, 3.84, 21.86], [20.88, 6.46, 22.39], [20.83, 4.56, 18.58], [20.69, 1.62, 25.82], [20.05, 0.25, 25.40], [19.51, 0.18, 24.11], [21.81, 1.87, 24.88], [20.85, 1.51, 26.89], [19.94, 2.35, 25.54], [19.25, 0.10, 26.12], [20.76, -0.58, 25.51], [18.99, 0.99, 24.05], [21.56, 1.46, 24.05], [15.27, 7.27, 25.06], [15.24, 7.44, 26.56], [14.78, 6.23, 27.16], [15.50, 5.91, 24.65], [16.02, 7.94, 24.64], [14.32, 7.71, 24.76], [14.62, 8.31, 26.79], [16.18, 7.77, 27.02], [14.82, 6.46, 28.09], [15.99, 5.90, 23.83]],
  "mulliken_spin": [3.856, 3.867, -0.030, 0.004, 0.000, 0.002, 0.002, 0.009, 0.010, 0.030, -0.001, -0.002, 0.013, 0.033, 0.002, 0.001, -0.001, 0.001, 0.002, 0.003, 0.000, 0.001, -0.002, 0.000, 0.000, 0.000, 0.000, 0.000, 0.000, 0.000, 0.000, 0.002, 0.006, 0.036, -0.001, 0.000, 0.001, 0.001, 0.001, 0.001, 0.000, 0.000, 0.000, 0.000, 0.000, 0.000, 0.000, 0.000, 0.000, 0.000, -0.007, -0.004, 0.038, 0.026, 0.001, 0.002, 0.000, 0.000, 0.004, 0.005, 0.000, 0.002, 0.010, 0.020, 0.001, 0.000, 0.000, 0.000, 0.005, 0.007, 0.000, 0.000, 0.000, 0.000, 0.000, 0.000, 0.000, 0.000, 0.000, 0.000, 0.000, 0.000, 0.000, 0.000, 0.000, 0.000, 0.000, 0.000, 0.000, 0.000, 0.000, 0.000, 0.000, 0.000, 0.000, 0.000, 0.000, 0.000, 0.000, 0.000, 0.001, 0.005, 0.028, -0.003, 0.002, 0.000, 0.002, 0.001, 0.004, 0.003]
}